## one
ORCA calculation (ωB97M-V/def2-TZVPD) on 3 unconnected molecules or ions with the total composition C4H8N4.

Atoms and positions in Å:
N  0.2323  1.4404  1.1293
N  1.7393  -0.5347  -1.5116
N  -0.9540  -0.8443  0.7460
N  0.5042  -1.4465  0.5943
C  -1.4080  1.3333  -0.6045
C  0.9911  -0.3783  -0.3426
C  -1.1310  -0.1892  -0.2989
C  0.1286  0.8316  -0.2350
H  -1.8516  1.5341  -1.5684
H  -0.9975  1.2332  2.1535
H  1.6253  1.1508  1.6326
H  -1.6858  1.8051  0.2772
H  0.9549  -1.8339  1.5090
H  2.3723  -1.3739  -1.6586
H  -0.9346  -0.7150  -1.1991
H  -1.6205  -1.6892  1.0341

- HOMO: -8.09 eV
- Lowest unoccupied orbital energy: -0.2296 eV

=====

## two
ORCA calculation (ωB97M-V/def2-TZVPD) on C4H8N4 in the gas phase.

Atoms and positions in Å:
N  1.2707  -1.4868  0.7929
N  -0.5610  -0.8776  -2.0833
N  -0.2315  1.7828  0.2231
N  -0.8466  0.9770  -0.7378
C  -0.1907  -1.1030  0.3501
C  -0.5204  -0.4610  -0.8411
C  0.1300  1.0638  1.3636
C  0.8446  -0.1536  0.7829
H  0.4933  2.1856  -0.3643
H  -0.8145  -1.5141  1.3233
H  -0.2425  -1.8098  -2.0273
H  0.8270  -1.9534  1.6535
H  0.6546  1.7000  2.1371
H  -0.9103  0.7135  1.8918
H  1.5338  0.3580  -0.1345
H  -0.5440  1.4760  -1.7770

- HOMO: -8.15 eV
- SMILES: [H]/N=C1/NNC[C@H]2N[C@H]12
- Lowest unoccupied orbital energy: 0.4079 eV

=====

## three
ORCA calculation (ωB97M-V/def2-TZVPD) on a molecular structure, C4H8N4.

Atoms and positions in Å:
N  0.0585  2.4369  -1.2468
N  -0.1164  -2.0653  1.3146
N  -0.0541  -1.9493  -0.0945
N  -0.1329  1.8423  -0.0380
C  -0.1903  0.4523  0.2639
C  0.3749  3.6777  -1.3422
C  -0.0024  -0.5550  -0.5126
C  -0.0677  -3.6488  1.3276
H  0.6734  -4.2529  2.0977
H  1.1271  4.1704  -0.2163
H  -0.5145  2.4745  0.6695
H  -1.0734  -3.9075  1.6909
H  0.8229  -0.4258  -1.5395
H  0.5083  4.2393  -2.2574
H  -0.6550  0.2858  1.2439
H  0.1390  -3.9936  0.3448

- HOMO: -8.25 eV
- Lowest unoccupied orbital energy: -0.2976 eV

=====

Of them, two has the highest stability.

=====

## one
ORCA calculation (ωB97M-V/def2-TZVPD) on 2 unconnected molecules or ions with the total composition C4H8N4.

Atoms and positions in Å:
N  1.8804  1.4333  -0.0069
N  -0.4633  -0.6763  0.0399
N  2.4368  0.4486  0.3174
N  1.4035  2.4514  -0.0653
C  -2.7644  0.3669  -0.6246
C  2.7906  -0.6746  -0.4928
C  -1.1595  -0.6153  1.3628
C  -1.6437  -0.2765  0.0829
H  -3.6789  0.2588  -0.1783
H  3.2986  -0.3544  -1.4433
H  -2.7944  0.0020  -1.6755
H  -0.9082  0.2973  1.9478
H  -2.4994  1.3528  -0.6669
H  1.8958  -1.3542  -0.7270
H  -1.3268  -1.5351  2.0263
H  3.5331  -1.1246  0.1036

- HOMO: -9.10 eV
- Lowest unoccupied orbital energy: 1.0098 eV

=====

## two
ORCA calculation (ωB97M-V/def2-TZVPD) on C4H8N4 in the gas phase.

Atoms and positions in Å:
N  -0.1422  2.5825  0.3419
N  -0.5829  -0.8353  -0.0219
N  -0.4277  1.1628  0.8458
N  0.4947  -1.5714  -0.7064
C  1.0013  -0.6563  -1.7094
C  -0.7228  -1.3405  1.3181
C  -0.0918  0.4391  -0.0992
C  0.7592  0.5891  -1.3519
H  -1.3597  -0.5319  1.7415
H  1.8020  -0.8453  -2.4484
H  -1.3671  -2.3233  1.2238
H  0.1923  -2.4858  -1.1038
H  -1.2309  2.9681  0.5408
H  0.1312  -1.5714  2.0462
H  1.1192  1.6047  -1.7775
H  0.4253  2.8148  1.1606

- HOMO: -8.19 eV
- SMILES: Cn1[nH]cc/c1=N\N
- Lowest unoccupied orbital energy: 1.0033 eV

=====

Of them, two has the highest stability.

=====

## one
ORCA calculation (ωB97M-V/def2-TZVPD) on 3 unconnected molecules or ions with the total composition H5O3.

Atoms and positions in Å:
O  -0.0948  -0.9359  0.6753
O  -1.6648  0.1385  -1.0716
O  1.9522  0.7849  0.5976
H  1.7398  1.2191  -0.2196
H  -0.5089  -0.5446  1.5699
H  -1.4784  -0.3052  -1.9014
H  -1.1559  -0.4005  -0.3164
H  1.2109  0.0437  0.6660

- HOMO: -4.08 eV
- Net charge: -1
- Lowest unoccupied orbital energy: 4.9296 eV

=====

## two
ORCA calculation (ωB97M-V/def2-TZVPD) on a molecular structure, H5O3.

Atoms and positions in Å:
O  0.4565  0.2306  0.0701
O  -1.0233  -0.2658  2.0683
O  1.2110  -0.1787  -2.1533
H  -1.8000  0.2734  2.0127
H  0.9231  -0.1266  -1.0829
H  0.4670  -0.9710  -2.2447
H  -0.3625  -0.0852  1.3537
H  0.1283  1.1232  -0.0239

- HOMO: -4.09 eV
- Net charge: -1
- Lowest unoccupied orbital energy: 4.6563 eV

=====

## three
ORCA calculation (ωB97M-V/def2-TZVPD) on 3 unconnected molecules or ions with the total composition H5O3.

Atoms and positions in Å:
O  0.0299  0.2461  1.0853
O  1.8311  0.3464  -0.8052
O  -1.9340  -0.5065  -0.4576
H  -1.1744  -0.2793  0.1873
H  -1.8899  -1.4600  -0.3655
H  0.2090  0.3429  2.0495
H  0.9730  0.5224  -0.3634
H  2.2826  0.1410  0.0002

- HOMO: -3.82 eV
- Net charge: -1
- Lowest unoccupied orbital energy: 5.0038 eV

=====

## four
ORCA calculation (ωB97M-V/def2-TZVPD) on 3 unconnected molecules or ions with the total composition H5O3.

Atoms and positions in Å:
O  0.7108  -1.0152  0.0966
O  0.6119  1.5689  1.1268
O  -1.2956  -0.2912  -0.8905
H  1.2569  -1.4906  -0.5934
H  -0.0685  1.8215  0.4783
H  -1.7047  -0.7429  -0.1870
H  -0.3975  -0.5843  -0.6989
H  0.8867  0.7338  0.6681

- HOMO: -3.75 eV
- Net charge: -1
- Lowest unoccupied orbital energy: 5.1688 eV

=====

Of them, one has the highest stability.

=====

## one
ORCA calculation (ωB97M-V/def2-TZVPD) on 2 unconnected molecules or ions with the total composition C5H14O.

Atoms and positions in Å:
O  -2.3641  -3.8560  -1.9686
C  0.3767  0.1534  0.4654
C  -0.6227  1.0049  -0.3111
C  1.5343  0.9841  1.0766
C  -0.0379  1.5499  -1.6131
C  1.5834  0.8910  2.6043
H  -1.0714  1.8129  0.2692
H  -0.0341  -0.5394  1.2100
H  -0.0137  0.7586  -2.3672
H  0.7951  -0.4778  -0.3223
H  -0.6771  2.3499  -1.9677
H  -1.5346  0.4325  -0.5354
H  2.2627  0.0953  2.8942
H  -2.9192  -4.6059  -2.1995
H  1.4173  2.0086  0.7309
H  1.8490  1.7995  3.1272
H  0.6020  0.5746  2.9727
H  -2.5990  -3.5930  -1.0704
H  2.4845  0.5937  0.6898
H  0.9703  1.9562  -1.4641

- HOMO: -10.87 eV
- SMILES: CCCCC.O
- Lowest unoccupied orbital energy: 0.8387 eV

=====

## two
ORCA calculation (ωB97M-V/def2-TZVPD) on 2 unconnected molecules or ions with the total composition C5H14O.

Atoms and positions in Å:
O  3.2441  -1.9947  0.3510
C  0.0570  1.5017  0.7800
C  -0.5716  2.3052  -0.3931
C  -0.9978  -1.1558  -1.4619
C  -1.5582  -0.4484  -0.1948
C  -0.6945  0.0523  0.9576
H  -1.7764  -1.7332  -1.9423
H  3.3239  -1.0399  0.4638
H  -1.3690  0.4728  1.7523
H  -0.1142  -1.8535  -1.2611
H  0.2651  2.9740  -0.8753
H  -2.1268  -1.2603  0.3517
H  -0.0084  -0.7803  1.2256
H  1.1279  1.3336  0.8484
H  -2.2398  0.4144  -0.4928
H  -0.2763  1.8803  1.8349
H  -1.3969  2.9612  -0.1965
H  -0.4487  -0.4886  -2.1738
H  -0.8950  1.7896  -1.3919
H  2.5724  -2.2419  0.9223

- HOMO: -10.23 eV
- SMILES: CCCCC.O
- Lowest unoccupied orbital energy: 0.7563 eV

=====

## three
ORCA calculation (ωB97M-V/def2-TZVPD) on 2 unconnected molecules or ions with the total composition C5H14O.

Atoms and positions in Å:
O  0.4399  -2.3655  -2.7173
C  0.8453  -1.4859  -0.5028
C  -0.5184  0.9503  3.2014
C  -0.5661  2.1238  2.2214
C  -0.2448  -0.0248  -2.3236
C  0.7254  -1.1384  -1.9812
H  0.4730  -2.4904  -0.2960
H  -0.1402  -2.1793  -3.4165
H  -0.5411  -0.1133  -3.3795
H  -1.3877  2.0160  1.5137
H  1.6959  -0.8825  -2.4066
H  0.3642  0.5745  3.7099
H  -1.2378  1.1384  4.0025
H  0.2871  -0.7617  0.0803
H  -0.6066  3.1468  2.5935
H  1.8980  -1.7121  -0.3175
H  0.3233  2.0949  1.5779
H  -1.1670  0.0225  -1.7499
H  -0.9343  0.1640  2.5689
H  0.2917  0.9227  -2.3785

- HOMO: -10.10 eV
- SMILES: CC(C)O.CC
- Lowest unoccupied orbital energy: 0.9395 eV

=====

## four
ORCA calculation (ωB97M-V/def2-TZVPD) on 2 unconnected molecules or ions with the total composition C5H14O.

Atoms and positions in Å:
O  1.4856  1.2898  -0.4258
C  2.7341  -0.6208  0.3928
C  -1.4765  -0.5994  1.1217
C  -2.0933  1.1201  -0.6288
C  1.9851  -0.0055  -0.7493
C  -1.9415  -0.3612  -0.2985
H  -0.5208  -0.1315  1.3091
H  -2.1783  -0.3714  1.8972
H  2.6170  0.1326  -1.6251
H  -1.2625  -1.6233  1.2542
H  -2.8919  -0.8545  -0.5068
H  1.3671  1.2771  0.5375
H  -1.1821  1.6996  -0.7394
H  -2.8244  1.5700  0.0234
H  1.1312  -0.6355  -1.0156
H  3.1981  -1.5593  0.0813
H  -2.5421  1.2393  -1.5942
H  2.0425  -0.8138  1.2180
H  3.5588  -0.0128  0.7582
H  -1.2064  -0.7395  -1.0100

- HOMO: -10.29 eV
- SMILES: CCC.CCO
- Lowest unoccupied orbital energy: 1.0436 eV

=====

Of them, one has the highest stability.